C4H7NO | ωB97M-V/def2-TZVPD

Properties
Kohn-Sham gap (alpha / beta)   7.19 / 7.57 eV
<S²>   2.010

ORCA input file:
```
! wB97M-V def2-TZVPD RIJCOSX def2/J DEFGRID3
* xyz 0 3
O 2.25 -1.01 0.85
N 0.49 0.69 0.95
C 1.49 -0.13 0.53
C -0.78 0.40 1.62
C -0.35 -0.79 -1.82
C 0.81 0.63 -0.48
H -1.41 1.13 1.34
H 1.03 1.52 -1.16
H -1.30 -0.48 1.29
H -1.33 -0.76 -1.36
H -0.50 -0.05 -2.54
H -0.63 0.46 2.80
H 0.25 -1.62 -2.03
*
```

natural (NBO) atomic charge list, values in e, 4 entries: -0.565 -0.370 0.610 -0.417

---

C4H7NO2 | ωB97M-V/def2-TZVPD

Properties
SMILES   CC(=O)N(C)C=O
Kohn-Sham gap   11.08 eV

ORCA input file:
```
! wB97M-V def2-TZVPD RIJCOSX def2/J DEFGRID3
* xyz 0 1
O 0.75 -1.55 -0.95
O -1.74 1.69 1.08
N -0.55 -0.02 0.09
C -0.69 1.20 0.74
C -1.70 -0.85 -0.32
C 1.97 0.26 -0.03
C 0.70 -0.50 -0.33
H -2.04 -0.56 -1.32
H 2.76 -0.37 -0.44
H 2.00 1.24 -0.51
H 0.27 1.71 0.93
H -2.51 -0.76 0.40
H -1.36 -1.88 -0.38
H 2.14 0.39 1.04
*
```

natural (NBO) atomic charge list, values in e, 4 entries: -0.576 -0.559 -0.477 0.544

---

C4H7NO2 | ωB97M-V/def2-TZVPD

Properties
SMILES   CO[C@](C)(O)C#N
Kohn-Sham gap   11.72 eV

ORCA input file:
```
! wB97M-V def2-TZVPD RIJCOSX def2/J DEFGRID3
* xyz 0 1
O 0.85 -1.29 0.27
O -0.92 0.23 0.37
N 1.98 1.66 -0.04
C 0.23 -0.19 -0.38
C -0.10 -0.34 -1.92
C -0.75 0.43 1.79
C 1.16 0.90 -0.31
H -0.18 1.33 2.04
H -0.42 -1.37 -2.33
H 0.23 -1.89 0.55
H 0.85 -0.08 -2.42
H -0.44 -0.48 2.36
H -1.77 0.56 2.27
H -0.72 0.51 -2.26
*
```

natural (NBO) atomic charge list, values in e, 4 entries: -0.689 -0.531 -0.280 0.427